# 1
DFT (the ωB97M-V functional and the def2-TZVPD basis) results for a structure of composition C20H25Br2N3O3P2Zn.

Positions of all 56 atoms, in Å:
Zn  -0.37499  -0.22008  -0.33240
Br  0.26384  0.48677  4.57271
C  1.54075  0.50377  3.17865
C  2.89507  0.68065  3.49745
C  3.83950  0.69620  2.51571
Br  5.66082  0.93160  3.00287
C  3.47392  0.54524  1.15832
C  4.38355  0.52633  0.07768
C  3.93028  0.37501  -1.20084
C  2.55239  0.24055  -1.42327
N  1.68037  0.24389  -0.44732
C  2.10503  0.38480  0.84862
C  1.08713  0.32836  1.87974
O  -0.16799  0.14459  1.57227
H  3.18462  0.79963  4.53281
H  5.44165  0.62757  0.27714
H  4.61312  0.35697  -2.03906
H  2.15873  0.13359  -2.42939
C  -3.96944  -0.61489  0.04842
P  -2.70456  0.39256  -0.79058
C  -3.37451  0.58044  -2.47296
C  -3.07372  2.04982  -0.05954
C  -2.21274  3.17969  -0.64622
P  -0.42170  2.79935  -0.45168
C  0.32908  4.18126  -1.40118
C  -0.13952  3.38688  1.26339
H  -4.94888  -0.15060  -0.07634
H  -3.73176  -0.68194  1.11113
H  -3.97583  -1.61585  -0.38253
H  -4.37150  1.02115  -2.41945
H  -3.42023  -0.40672  -2.93149
H  -2.72815  1.21673  -3.07911
H  -2.90435  1.95522  1.01752
H  -4.13484  2.26724  -0.20390
H  -2.44476  4.13700  -0.17335
H  -2.41256  3.28773  -1.71581
H  -0.02642  5.15326  -1.04905
H  0.08604  4.07243  -2.45997
H  1.41501  4.14186  -1.29808
H  -0.46649  4.42294  1.37646
H  0.92086  3.31372  1.50846
H  -0.67839  2.74513  1.96065
C  1.59599  -5.18079  0.48864
N  0.54424  -4.40504  -0.15976
C  -0.52427  -5.00048  -0.76111
C  -1.49628  -4.28593  -1.34013
C  -1.40148  -2.83714  -1.33727
O  -2.30186  -2.14448  -1.82921
N  -0.32270  -2.25194  -0.69769
C  0.66657  -3.00901  -0.11751
O  1.65392  -2.53945  0.43425
H  1.38837  -6.23763  0.33575
H  1.63159  -4.96203  1.55517
H  2.56688  -4.92942  0.06714
H  -0.53598  -6.08297  -0.73801
H  -2.34345  -4.75357  -1.81670

The multiplicity is 1. The value obtained for the calculated total energy is -238843.1067 eV. Its HOMO-LUMO gap is 7.5 eV.


# 2
DFT (the ωB97M-V functional and the def2-TZVPD basis) results for a cluster of 5 separate species, C20H25F15O10 in total at a distorted geometry.

Positions of all 70 atoms, in Å:
C  -1.41641  0.84987  1.41269
C  -1.95741  -0.35113  2.23869
O  -2.77941  -1.16913  1.38669
C  -3.41241  -2.20613  1.93969
O  -3.52141  -2.56313  3.06969
C  -4.34741  -3.07113  0.96169
F  -5.43841  -2.47413  0.28769
F  -3.48941  -3.60913  0.01169
F  -4.78741  -4.21213  1.68069
H  -2.11141  1.57887  0.86569
H  -0.67141  0.49787  0.59369
H  -0.71141  1.31387  2.08269
H  -2.39441  0.07687  3.06469
H  -1.27141  -1.03413  2.44269
C  6.67359  2.08187  1.58769
C  5.33059  2.06487  0.87969
O  4.36159  1.79687  1.90069
C  3.81859  0.54487  1.89269
O  4.04059  -0.34413  1.05469
C  2.67459  0.55987  2.91469
F  1.83159  1.59887  2.73269
F  1.92959  -0.57413  2.86469
F  3.40659  0.60887  4.06069
H  7.36759  1.94387  0.91269
H  6.86359  1.24087  2.04569
H  6.69459  3.01787  2.36369
H  5.29659  1.50487  0.05469
H  5.22359  3.01387  0.64569
C  -2.79241  -5.86313  -3.24631
C  -1.73941  -4.84713  -3.28131
O  -2.28941  -3.63413  -2.96931
C  -1.77841  -2.43813  -3.25031
O  -0.60641  -2.21413  -3.63831
C  -2.60941  -1.19513  -2.82531
F  -1.90941  -0.51613  -1.79931
F  -2.60141  -0.34213  -3.89131
F  -3.98141  -1.44713  -2.61231
H  -2.54441  -6.72513  -4.06831
H  -3.73541  -5.41813  -3.42031
H  -3.06041  -5.85013  -2.14831
H  -1.28041  -4.87613  -4.42331
H  -0.76541  -5.33713  -2.68831
C  -1.13641  4.58687  2.93869
C  -1.57441  5.53187  1.88369
O  -1.74941  4.84287  0.61569
C  -0.86341  5.03487  -0.43931
O  0.02759  5.88087  -0.50931
C  -1.10841  4.02387  -1.63331
F  -0.21541  4.27687  -2.61831
F  -0.96541  2.72187  -1.13331
F  -2.38541  4.11287  -2.07831
H  -0.73941  5.10287  3.72269
H  -0.49441  3.86487  2.58969
H  -2.06041  3.90487  2.94869
H  -0.73641  6.37187  1.83869
H  -2.50841  6.05687  2.09669
C  0.55959  -3.20913  0.01069
C  1.60159  -2.49313  -0.67931
O  1.25859  -1.12513  -1.05831
C  2.10659  -0.45513  -1.74631
O  2.95659  -0.89113  -2.48531
C  1.94959  1.12887  -1.60131
F  1.19359  1.35487  -0.38031
F  3.14959  1.70887  -1.42131
F  1.25559  1.58687  -2.68431
H  -0.29641  -2.97913  -0.53631
H  0.44059  -2.76813  0.88869
H  0.51259  -4.34613  -0.08231
H  1.67859  -3.09413  -1.75431
H  2.63359  -2.71513  -0.37931

The multiplicity is 1. As for the SMILES: CCOC(=O)C(F)(F)F.CCOC(=O)C(F)(F)F.CCOC(=O)C(F)(F)F.CCOC(=O)C(F)(F)F.CCOC(=O)C(F)(F)F. The calculation puts the energy above the lowest of the compared OMol25 structures with the same formula, charge and spin at 882.1 kJ/mol. The value obtained for the calculated total energy is -82375.6624 eV. Its HOMO-LUMO gap is 11.2 eV.


# 3
DFT (the ωB97M-V functional and the def2-TZVPD basis) results for a cluster of 6 separate species, C20H25FN2O17S in total at a distorted geometry.

Positions of all 66 atoms, in Å:
O  -3.67505  0.53286  -3.55039
S  -2.60588  0.07395  -2.69157
O  -3.00467  -0.11975  -1.32089
F  -2.21908  -1.42129  -3.26990
N  -1.19093  0.97621  -2.88604
C  -1.39351  2.38160  -2.46042
C  -1.52543  2.57117  -1.03618
C  -1.72790  3.96426  -0.58620
C  -1.71279  4.90866  -1.70226
C  -1.53040  4.55662  -3.09205
N  -1.39092  3.26017  -3.46655
H  -1.02194  0.97396  -3.90585
H  -1.50034  1.72252  -0.32021
H  -1.86162  4.25265  0.47252
H  -1.82914  5.99320  -1.45809
H  -1.50569  5.35222  -3.87435
C  -0.28742  -5.00207  -2.41360
C  0.11073  -3.56116  -2.57278
O  1.27045  -3.45997  -1.75069
C  1.79832  -4.70817  -1.64025
O  2.86340  -4.94923  -1.15815
O  0.95748  -5.64546  -2.15016
H  -0.75400  -5.40897  -3.30982
H  -0.95475  -5.16157  -1.56276
H  0.38407  -3.31295  -3.60189
H  -0.66386  -2.87485  -2.23788
C  0.80226  5.04007  2.63467
C  1.12408  6.23883  3.48102
O  0.78400  7.33264  2.62107
C  -0.12172  6.87606  1.72547
O  -0.73619  7.56634  0.97280
O  -0.24480  5.51967  1.79270
H  0.46719  4.18813  3.22674
H  1.64261  4.72812  2.00853
H  0.50841  6.29027  4.38895
H  2.17525  6.27965  3.76506
C  -4.04834  -2.81465  0.68359
C  -2.66935  -2.73029  0.09271
O  -2.00957  -3.85941  0.66156
C  -2.97215  -4.75911  1.00717
O  -2.75401  -5.87526  1.35388
O  -4.21417  -4.21416  0.90138
H  -4.81501  -2.43177  0.01175
H  -4.12599  -2.29600  1.64248
H  -2.67360  -2.83379  -0.99515
H  -2.15779  -1.80763  0.35756
C  5.66737  -5.42780  -3.64233
C  4.51826  -4.99114  -4.49218
O  4.96054  -5.28784  -5.81300
C  5.90432  -6.26853  -5.70768
O  6.35965  -6.86358  -6.63070
O  6.25399  -6.47744  -4.40660
H  5.34769  -5.78990  -2.66605
H  6.40899  -4.63694  -3.50274
H  3.60762  -5.56022  -4.28588
H  4.30414  -3.92804  -4.38636
C  -1.07332  2.79279  7.14608
C  0.37806  2.66275  7.51525
O  0.99300  3.69037  6.74080
C  0.03976  4.61772  6.47004
O  0.26010  5.68597  5.98327
O  -1.19325  4.17651  6.82266
H  -1.73949  2.52573  7.96497
H  -1.33733  2.20027  6.26657
H  0.56111  2.86075  8.57397
H  0.78852  1.68626  7.26240

The multiplicity is 1. As for the SMILES: O=S(=O)(F)Nc1ccccn1.O=C1OCCO1.O=C1OCCO1.O=C1OCCO1.O=C1OCCO1.O=C1OCCO1. The value obtained for the calculated total energy is -72484.5566 eV. Its HOMO-LUMO gap is 9.9 eV.


# 4
DFT (the ωB97M-V functional and the def2-TZVPD basis) results for a structure of composition C20H25FN4O2 at a distorted geometry.

Positions of all 52 atoms, in Å:
C  -1.85868  -3.80963  2.53308
H  -1.98482  -4.83949  1.89572
H  -1.96105  -4.24366  3.61775
H  -0.83198  -3.44501  2.29415
C  -2.85312  -2.91878  1.88813
N  -2.88272  -2.53820  0.62846
C  -1.90539  -1.99902  -0.13385
C  -2.27955  -2.17442  -1.40710
C  -3.61394  -2.51150  -1.27155
N  -4.03937  -2.80293  -0.05699
H  -4.37667  -2.52487  -1.83075
C  -1.48128  -1.66001  -2.54775
N  -0.83273  -0.47318  -2.50048
C  -1.25019  0.79662  -2.48693
O  -2.09436  0.97304  -3.38839
C  -0.44604  2.09012  -1.90328
C  0.89096  1.68045  -1.61165
N  1.00727  0.88860  -0.30041
C  -0.00582  0.49166  0.67984
O  0.12004  -0.02513  1.66046
C  -1.19676  1.31072  0.30176
C  -1.15946  2.60008  -0.54893
H  -2.20242  2.76630  -0.86638
H  -0.70277  3.46627  -0.17129
H  -1.84082  0.34607  0.09106
H  -1.68526  1.68531  1.31575
C  2.27282  0.25956  -0.15403
C  3.44664  1.11445  0.26851
C  3.27547  2.51875  0.90356
C  4.21227  3.35874  1.01649
C  5.53916  2.99980  0.47403
C  5.76334  1.86851  -0.43464
C  4.62331  1.00335  -0.44272
H  4.79955  0.16921  -1.20253
H  6.63230  1.80091  -0.90864
H  6.28809  3.73388  0.69452
H  4.17856  4.04736  1.54860
F  1.96780  2.81975  1.63345
H  2.60396  -0.52124  -0.71513
H  2.27628  -0.23888  1.12554
H  1.36259  2.64355  -1.31123
H  1.52542  1.29280  -2.11127
H  -0.32621  2.83666  -2.69866
H  -0.13352  -0.48143  -1.69411
H  -0.85140  -2.40901  -2.96890
H  -2.49778  -1.38425  -3.42658
H  -1.00729  -2.01294  0.23370
C  -2.85544  -1.51242  2.72111
H  -2.68656  -1.80200  3.95305
H  -1.63338  -0.98953  2.67437
H  -3.47157  -0.89944  2.57877
H  -3.83747  -3.34555  2.36233

The multiplicity is 1. The calculation puts the energy above the lowest of the compared OMol25 structures with the same formula, charge and spin at 1632.1 kJ/mol. The value obtained for the calculated total energy is -33903.6290 eV. Its HOMO-LUMO gap is 9.3 eV.